Entry 1:
Entry from OMol25: a single C6H11N molecule at a distorted geometry (the ωB97M-V functional and the def2-TZVPD basis).

XYZ file:
```
18
Properties=species:S:1:pos:R:3
C -2.4692 0.7173 2.1518
N -2.0034 1.2556 0.8670
C -0.7368 0.8788 0.5076
C -0.2085 0.4226 -0.6298
C 1.1546 -0.0844 -0.6978
C 1.6074 -1.1315 -1.3775
C 2.9041 -1.8586 -1.2070
H -3.4109 1.1230 2.4982
H -2.5460 -0.3588 1.9449
H -1.6661 0.7845 2.8812
H -2.6492 1.3404 0.0989
H 0.0240 1.0320 1.2766
H -0.8080 0.2688 -1.5266
H 1.8198 0.3548 0.0525
H 0.9607 -1.4818 -2.1827
H 2.9658 -2.2262 -0.1805
H 3.8222 -1.3021 -1.4095
H 2.9746 -2.7135 -1.8791
```

Properties
SMILES string: C/C=C/C=C/NC
Frontier orbital gap (eV): 8.5
Calculated total energy (hartree): -289.9071
HOMO energy (eV): -7.41
Maximum force (hartree/bohr): 0.0386
LUMO level (Eh): 0.0413

Entry 2:
Entry from OMol25: a single C6H11N molecule (the ωB97M-V functional and the def2-TZVPD basis).

XYZ file:
```
18
Properties=species:S:1:pos:R:3
C -1.8631 -0.6155 0.2774
C -0.5093 0.0811 0.4876
C 0.4455 -0.7668 1.2413
C 0.0747 0.5425 -0.9199
C 1.0985 1.6892 -0.8088
C 0.7903 -0.6555 -1.5011
N 1.2290 -1.5098 -0.7604
H -2.5684 0.0268 -0.2672
H -2.3202 -0.8853 1.2382
H -1.7286 -1.5375 -0.3051
H -0.6670 1.0387 1.0131
H 1.3891 -2.1933 -0.0274
H 0.0270 -1.5832 1.8386
H 1.3104 -0.2838 1.7050
H -0.7490 0.8693 -1.5709
H 1.5065 1.9510 -1.7925
H 0.6184 2.5807 -0.3852
H 1.9338 1.3999 -0.1581
```

Properties
Frontier orbital gap (spin up / spin down) (eV): 8.2 / 7.9
Calculated total energy (hartree): -289.8138
HOMO energy (spin up / spin down) (eV): -7.37 / -7.10
Maximum force (hartree/bohr): 0.0135
LUMO level (spin up / spin down) (Eh): 0.0304 / 0.0307

Entry 3:
Entry from OMol25: a single C6H11N molecule (the ωB97M-V functional and the def2-TZVPD basis).

XYZ file:
```
18
Properties=species:S:1:pos:R:3
C 1.5316 1.3247 -1.2203
C 0.4430 1.6114 -0.5067
C -0.7900 0.7220 -0.4548
C -0.7995 -0.3400 0.7148
C -1.5447 -1.6177 0.3299
C 0.6777 -0.4725 0.9235
N 1.4101 -1.2705 0.2656
H 2.3585 -0.8831 0.2667
H 1.5690 0.4397 -1.8528
H 2.4388 1.9230 -1.1766
H 1.0812 0.4162 1.4217
H 0.4610 2.4827 0.1493
H -1.6949 1.3363 -0.4023
H -0.8206 0.1430 -1.3838
H -1.2614 0.1027 1.6067
H -2.5774 -1.3991 0.0308
H -1.0391 -2.1215 -0.4996
H -1.5887 -2.3223 1.1686
```

Properties
SMILES string: [H]/N=C/[C@H](C)CC=C
Frontier orbital gap (eV): 10.5
Calculated total energy (hartree): -289.9100
HOMO energy (eV): -9.37
Maximum force (hartree/bohr): 0.0131
LUMO level (Eh): 0.0410

Entry 4:
Entry from OMol25: a single C6H11N molecule at a distorted geometry (the ωB97M-V functional and the def2-TZVPD basis).

XYZ file:
```
18
Properties=species:S:1:pos:R:3
C 1.8005 0.9511 1.7996
C 1.7748 0.1156 0.4109
N -1.3964 -1.7876 -0.9619
C -0.1222 -1.4099 -0.2832
C 0.2985 -0.1441 -0.0226
C -0.5588 0.9928 -0.5026
C -1.9317 1.2985 -0.4908
H 1.7836 2.0029 1.5306
H 0.9550 0.7657 2.2688
H 2.7545 0.7039 2.3256
H 2.3129 0.7080 -0.3650
H 2.2572 -0.7897 0.4955
H -1.4668 -2.8035 -1.3456
H -2.0044 -1.0474 -1.4578
H 0.5020 -2.3534 -0.1023
H 0.1059 1.7883 -1.0624
H -2.3206 1.9929 -1.1875
H -2.6719 0.7217 0.1650
```

Properties
SMILES string: C=C/C(=C\N)CC
Frontier orbital gap (eV): 8.8
Calculated total energy (hartree): -289.8724
HOMO energy (eV): -7.72
Maximum force (hartree/bohr): 0.1203
LUMO level (Eh): 0.0397

Entry 5:
Entry from OMol25: a single C6H11N molecule at a distorted geometry (the ωB97M-V functional and the def2-TZVPD basis).

XYZ file:
```
18
Properties=species:S:1:pos:R:3
C 0.2828 1.2166 1.0969
C -0.3255 0.3795 -0.0597
C -1.7207 0.1118 0.1410
N -2.4305 0.6114 1.2455
C 0.3036 -0.2227 -1.3598
C 1.6746 -0.5695 -0.9180
C 2.1267 -1.8145 -0.8808
H -0.1476 2.2607 1.4120
H 1.3234 1.2844 0.9005
H 0.1973 0.5973 2.0380
H -2.4269 -0.1345 -0.7135
H -3.0964 -0.1327 1.5479
H -2.8036 1.4491 1.4909
H -0.2451 -1.1668 -1.6472
H 0.2354 0.5987 -2.1428
H 2.3416 0.1919 -0.5361
H 3.2015 -1.9412 -0.8743
H 1.5094 -2.7198 -0.7406
```

Properties
SMILES string: C=CC/C(C)=C/N
Frontier orbital gap (eV): 9.1
Calculated total energy (hartree): -289.8468
HOMO energy (eV): -8.07
Maximum force (hartree/bohr): 0.1231
LUMO level (Eh): 0.0388

Entry 6:
Entry from OMol25: a gas-phase ion, C6H11N (charge +1) at a distorted geometry (the ωB97M-V functional and the def2-TZVPD basis).

XYZ file:
```
18
Properties=species:S:1:pos:R:3
C 0.4423 0.5355 -0.9158
C 0.4510 0.1510 -2.2374
N -0.3998 0.7137 -3.1064
C 1.3000 -0.0552 0.1155
C 0.5393 -0.5469 1.3521
C -0.6429 -0.1209 1.7582
C -1.4152 -0.5986 2.9443
H -0.3097 1.2563 -0.6237
H 1.2315 -0.4928 -2.6221
H -0.3954 0.3394 -4.0336
H -1.2597 1.1201 -2.7777
H 1.9710 0.7522 0.4619
H 1.9367 -0.8378 -0.2786
H 1.1026 -1.2792 1.9189
H -1.1839 0.7108 1.3076
H -1.8062 0.2095 3.5583
H -2.2770 -1.2427 2.7446
H -0.7761 -1.2770 3.5243
```

Properties
Frontier orbital gap (spin up / spin down) (eV): 9.5 / 5.9
Charge: +1
Calculated total energy (hartree): -289.6471
HOMO energy (spin up / spin down) (eV): -13.10 / -13.08
Maximum force (hartree/bohr): 0.0343
Spin multiplicity: 2
LUMO level (spin up / spin down) (Eh): -0.1322 / -0.2630

Entry 7:
Entry from OMol25: a gas-phase ion, C6H11N2 (charge +1) at a distorted geometry (the ωB97M-V functional and the def2-TZVPD basis).

XYZ file:
```
19
Properties=species:S:1:pos:R:3
C -1.2123 0.3815 -0.2604
C -3.4423 -0.3297 0.6818
C 1.4464 0.1261 0.8675
C 1.0716 1.3032 -0.0369
C 1.8033 -1.1005 0.0057
C 2.1977 -1.1228 -1.2531
N -2.2044 -0.0156 0.1537
N -0.1939 1.0212 -0.6968
H -3.9950 0.5115 0.9365
H -3.9216 -1.0242 -0.1454
H 2.3815 0.5189 1.2284
H 0.7082 -0.1398 1.6335
H 0.6529 2.1682 0.5154
H 1.8099 1.6930 -0.7126
H 1.6812 -2.0668 0.4617
H 2.1277 -0.1491 -1.7872
H 2.6123 -2.0499 -1.5147
H -3.1528 -1.0070 1.5913
H -0.3705 1.2818 -1.6684
```

Properties
SMILES string: C=CCC[NH+]=C=NC
Frontier orbital gap (eV): 10.0
Charge: +1
Calculated total energy (hartree): -344.3749
HOMO energy (eV): -13.35
Maximum force (hartree/bohr): 0.1026
LUMO level (Eh): -0.1228

Entry 8:
Entry from OMol25: 2 unconnected molecules or ions with the total composition C6H11N2 at a distorted geometry (the ωB97M-V functional and the def2-TZVPD basis).

XYZ file:
```
19
Properties=species:S:1:pos:R:3
C -3.2747 -0.0044 -0.7070
C 1.6974 0.1366 -0.3386
C 0.7313 1.2387 -0.6067
C 0.9731 -1.1927 -0.2327
C -0.1008 1.3558 0.6387
C -0.1196 -1.1301 0.8965
N -2.2326 0.3588 -0.4391
N -0.6232 0.1000 1.1200
H -4.1496 -0.4924 -1.1347
H 2.4361 -0.1307 -1.2327
H 2.3014 0.2802 0.5305
H 1.2005 2.1098 -0.9962
H -0.0825 0.8270 -1.3450
H 0.3863 -1.5783 -1.1365
H 1.7027 -1.9705 0.1216
H 0.4519 1.5754 1.5944
H -0.9042 2.0677 0.6229
H -0.7874 -1.9863 0.7970
H 0.3939 -1.5647 1.8475
```

Properties
Frontier orbital gap (spin up / spin down) (eV): 7.5 / 7.5
Charge: +1
Calculated total energy (hartree): -344.3001
HOMO energy (spin up / spin down) (eV): -14.43 / -14.43
Maximum force (hartree/bohr): 0.0906
LUMO level (spin up / spin down) (Eh): -0.2553 / -0.2552

Entry 9:
Entry from OMol25: 2 unconnected molecules or ions with the total composition C6H11N2 at a distorted geometry (the ωB97M-V functional and the def2-TZVPD basis).

XYZ file:
```
19
Properties=species:S:1:pos:R:3
C -0.0248 1.2363 0.5182
C -1.9605 -1.3387 -1.5576
C -2.0927 -0.4436 -0.8056
C 0.3292 -0.4702 1.8820
C 1.0601 -0.7516 0.4771
C 0.9401 0.6034 -1.6589
N -0.0867 0.8766 1.7824
N 0.5443 0.3691 -0.2730
H -0.3667 2.2328 0.3601
H -2.0197 -2.0313 -2.3906
H -0.6913 1.3758 2.4809
H -2.4590 0.3682 -0.1728
H -0.4556 -0.9897 2.2350
H 1.1842 -0.6143 2.5750
H 2.1615 -0.8107 0.5611
H 0.6128 -1.6390 0.0035
H 0.2999 0.2403 -2.4377
H 1.0907 1.7074 -1.8512
H 1.9343 0.0791 -1.7280
```

Properties
Frontier orbital gap (eV): 10.7
Charge: +1
Calculated total energy (hartree): -344.3783
HOMO energy (eV): -14.01
Maximum force (hartree/bohr): 0.1035
LUMO level (Eh): -0.1225

Entry 10:
Entry from OMol25: a gas-phase ion, C6H11N2O (charge +1) at a distorted geometry (the ωB97M-V functional and the def2-TZVPD basis).

XYZ file:
```
20
Properties=species:S:1:pos:R:3
C -0.3415 -0.6430 0.9566
C 0.4581 -1.6213 0.0421
C 1.1965 -0.6692 -0.9418
C 2.3984 1.4832 -0.0944
C -2.2394 0.6855 -0.1552
C 1.4661 0.5024 -0.0258
N 0.4345 0.5541 0.9782
N -1.6587 -0.4423 0.2208
O -3.4442 0.5653 -0.6024
H -0.5480 -0.9651 1.9815
H 1.3692 -2.1406 0.6383
H -0.0659 -2.2901 -0.6743
H 2.1396 -1.0993 -1.1387
H 0.6290 -0.2140 -1.7926
H 2.2919 2.3495 0.5225
H 3.0856 1.3609 -0.9252
H -1.7163 1.6846 -0.1744
H 0.5146 0.9207 1.9071
H -2.0958 -1.3384 0.1393
H -3.8735 1.3172 -0.8615
```

Properties
SMILES string: C=C1CC[C@H](/[NH+]=C/O)N1
Frontier orbital gap (eV): 7.9
Charge: +1
Calculated total energy (hartree): -419.6763
HOMO energy (eV): -11.98
Maximum force (hartree/bohr): 0.0781
LUMO level (Eh): -0.1515